#A
45
Properties=species:S:1:pos:R:3:mulliken_charge:R:1 method="wB97M-V/def2-TZVPD" homo_energy_ev=-8.58 molar_mass_g_mol=353.4
C 3.728 -0.191 0.508 0.878
H -5.604 3.066 1.121 0.472
C 4.415 0.583 1.455 -0.595
C -6.421 1.573 -0.884 0.966
O -7.092 2.570 -0.735 -0.602
H 1.906 -1.840 -0.906 0.411
H -1.883 -1.278 1.375 0.156
H 8.262 0.470 -1.798 0.338
C 4.317 -0.357 -0.748 -0.907
H 7.386 1.924 -2.358 0.341
H 8.928 2.091 -1.483 0.238
C 5.529 0.224 -1.057 -0.379
C 6.199 0.996 -0.107 0.839
C 5.624 1.163 1.157 -0.581
H -7.525 0.954 -2.596 0.360
C -3.464 -0.121 0.778 0.288
H -6.933 -0.382 -1.589 0.368
C 8.012 1.508 -1.562 -0.832
O -0.093 -1.743 1.693 -0.759
C -5.287 1.262 0.029 -0.018
O -0.279 -2.716 -0.329 -0.337
H -1.689 -4.116 -0.664 0.323
C 0.371 -1.988 0.595 0.630
H -4.722 -0.619 -0.864 0.698
H 3.817 -0.946 -1.500 0.279
H -2.355 0.620 2.456 0.438
C -1.543 -3.273 0.013 -0.781
C -4.519 0.108 -0.097 -0.224
H 2.090 -0.527 1.856 0.366
H 5.947 0.074 -2.040 0.389
H 3.983 0.724 2.434 0.349
C -3.947 1.947 1.910 -0.637
C -3.180 0.804 1.783 -0.643
C 2.452 -0.760 0.861 0.071
C 1.660 -1.532 0.097 -0.954
N -2.647 -1.252 0.698 0.012
C -6.690 0.596 -1.999 -1.373
O 7.385 1.616 -0.304 -0.446
O -3.533 -2.434 -1.049 -0.665
H -5.810 0.495 -2.631 0.375
H -1.529 -3.613 1.055 0.350
H 6.153 1.760 1.883 0.421
C -4.996 2.178 1.040 -0.768
H -3.723 2.658 2.690 0.381
C -2.698 -2.273 -0.188 0.765

***

#B
45
Properties=species:S:1:pos:R:3:mulliken_charge:R:1 method="wB97M-V/def2-TZVPD" homo_energy_ev=-8.47 molar_mass_g_mol=353.4
H 4.289 -0.982 1.625 0.449
H 2.233 0.880 -1.826 0.559
H 4.533 0.865 -2.230 0.397
C -3.440 1.559 0.083 -0.564
H -8.555 -1.484 0.917 0.291
O 0.077 0.091 -1.324 -0.582
C -4.685 0.966 0.085 -0.558
H -5.577 1.569 0.150 0.445
H 0.825 3.001 -0.700 0.508
H 6.067 -3.675 1.071 0.305
C 4.265 0.037 -0.255 0.636
C 5.978 -0.635 -1.801 -0.751
O 3.069 0.662 2.354 -0.672
O -7.137 -0.247 0.055 -0.305
C -6.109 -1.107 -0.006 0.565
C 0.007 1.049 -0.607 0.291
H -3.744 -2.271 -0.135 0.436
C 6.468 -1.544 -0.883 -0.554
C 2.662 1.092 1.300 0.612
H 3.033 2.407 -1.345 0.407
C 4.885 0.157 -1.497 -0.558
C 4.760 -0.886 0.662 -0.552
C 6.375 -2.669 1.355 -1.506
N 3.154 0.841 0.056 0.158
C -2.295 0.772 -0.004 0.522
H 6.452 -0.534 -2.766 0.370
H 1.835 3.052 1.464 0.344
H 0.672 1.773 1.809 0.371
H -9.137 -0.006 0.089 0.227
O -1.092 1.460 0.042 -0.221
C 5.860 -1.674 0.360 0.697
H 7.324 -2.155 -1.129 0.415
C 1.146 2.024 -0.331 0.117
C -4.793 -0.421 0.001 0.226
H 5.986 -2.460 2.348 0.348
C -3.641 -1.198 -0.077 -0.858
C 2.444 1.553 -0.990 -1.176
H -3.333 2.630 0.148 0.436
H -1.503 -1.220 -0.137 0.483
H -8.578 -1.422 -0.856 0.289
C 1.494 2.062 1.156 -0.980
H 7.462 -2.651 1.389 0.367
O -6.252 -2.303 -0.061 -0.604
C -8.431 -0.831 0.051 -0.652
C -2.390 -0.611 -0.077 -0.176

***

Which structure above is the least stable? It is #A.